DFT (ωB97M-V/def2-TZVPD) results for 24 unconnected molecules or ions with the total composition C59H173N13O24 at a distorted geometry.

Each line ends with the Mulliken charge.
Positions of all 269 atoms, in Å:
C  16.280  12.980  13.000  -1.51
C  17.345  13.135  14.052  1.84
C  17.748  11.808  14.749  -0.96
O  16.668  11.173  15.416  -0.22
C  17.176  10.219  16.357  -0.86
N  18.621  13.688  13.503  -0.52
H  15.987  13.946  12.623  0.34
H  15.376  12.532  13.468  0.12
H  16.558  12.334  12.178  0.43
H  16.998  13.862  14.779  -0.55
H  18.450  12.054  15.580  0.33
H  18.249  11.173  14.001  0.25
H  17.650  9.355  15.864  0.32
H  16.363  9.893  17.022  0.26
H  17.970  10.656  16.957  0.34
H  18.689  13.171  12.588  0.35
H  18.563  14.676  13.260  0.07
C  15.272  14.311  25.167  -1.33
C  15.706  13.270  24.131  1.94
C  17.078  12.800  24.593  -0.65
O  17.528  11.892  23.636  -0.36
C  18.581  11.050  24.106  -1.01
N  14.641  12.276  23.897  -0.58
H  14.255  14.600  24.962  0.24
H  15.899  15.217  25.176  0.02
H  15.282  13.942  26.215  0.54
H  15.838  13.815  23.204  -0.93
H  17.160  12.332  25.608  0.57
H  17.691  13.722  24.599  -0.16
H  18.920  10.393  23.308  0.29
H  18.228  10.420  24.922  0.37
H  19.455  11.610  24.406  0.35
H  14.582  11.716  24.734  0.27
H  15.016  11.661  23.172  0.29
C  21.154  17.487  16.535  0.68
C  21.155  16.084  15.909  0.43
C  22.421  15.325  16.284  -0.99
O  23.591  16.095  16.057  -0.31
C  23.947  16.064  14.731  -0.55
N  20.033  15.274  16.312  0.13
H  20.247  18.015  16.165  0.01
H  22.022  18.087  16.344  0.75
H  21.042  17.263  17.623  -1.34
H  21.190  16.202  14.835  0.28
H  22.361  14.380  15.749  0.73
H  22.383  15.116  17.363  -0.21
H  24.073  15.013  14.436  0.33
H  24.912  16.552  14.576  0.29
H  23.262  16.608  14.077  0.11
H  19.115  15.682  16.111  -0.48
H  20.062  14.415  15.726  0.08
C  12.530  12.521  15.220  -1.58
C  12.746  12.578  16.731  2.76
C  11.962  11.512  17.459  -1.35
O  12.220  11.694  18.846  0.07
C  11.528  10.780  19.637  -0.86
N  14.213  12.596  17.062  0.17
H  11.529  12.863  14.908  0.32
H  12.880  11.541  14.828  0.48
H  13.236  13.228  14.793  0.18
H  12.342  13.518  17.125  -1.77
H  12.215  10.487  17.107  0.34
H  10.869  11.636  17.208  0.46
H  11.525  11.160  20.655  0.11
H  11.987  9.776  19.681  0.23
H  10.478  10.725  19.293  0.37
H  14.352  12.248  18.046  0.16
H  14.684  11.907  16.444  -0.09
C  17.649  17.377  18.268  0.58
C  16.649  17.431  19.416  1.85
C  15.413  16.664  19.121  0.64
O  14.770  17.133  17.911  1.68
C  13.790  16.243  17.459  -1.94
N  17.292  17.000  20.676  1.36
H  17.874  16.342  18.003  -1.03
H  18.493  17.951  18.671  0.02
H  17.246  17.845  17.373  -0.33
H  16.453  18.511  19.544  -0.76
H  14.725  16.865  19.948  -0.42
H  15.573  15.601  19.032  -0.29
H  13.362  16.671  16.558  0.20
H  12.932  16.049  18.145  -0.03
H  14.202  15.286  17.162  0.43
H  16.621  17.106  21.448  -0.99
H  17.505  16.024  20.732  -0.70
C  17.816  24.839  22.734  -1.45
C  18.704  24.531  21.504  0.14
C  20.118  24.439  21.822  -0.31
O  20.577  25.627  22.504  -0.37
C  21.939  25.782  22.474  -0.81
N  18.203  23.278  20.887  0.12
H  16.754  24.898  22.404  0.25
H  18.160  25.767  23.177  0.57
H  17.891  23.990  23.435  0.06
H  18.575  25.336  20.764  0.35
H  20.760  24.243  20.970  0.36
H  20.236  23.564  22.466  0.26
H  22.435  25.001  23.047  0.32
H  22.120  26.686  23.057  0.27
H  22.377  25.777  21.493  0.32
H  18.488  23.286  19.921  0.09
H  18.683  22.478  21.315  -0.42
C  16.225  20.935  17.044  -1.11
C  17.409  21.880  17.232  0.49
C  18.503  21.186  18.008  0.79
O  19.556  22.114  18.171  -0.52
C  20.788  21.418  18.538  -0.67
N  17.832  22.416  15.963  -0.73
H  16.537  20.065  16.429  0.12
H  15.442  21.361  16.431  0.50
H  15.912  20.542  17.994  0.15
H  17.210  22.778  17.833  -0.07
H  18.833  20.332  17.410  0.13
H  18.176  20.745  18.967  -0.34
H  21.579  22.110  18.730  0.52
H  21.047  20.704  17.747  0.33
H  20.640  20.783  19.433  0.04
H  17.959  21.695  15.295  0.20
H  18.664  22.974  16.097  0.35
C  24.051  19.402  18.650  -1.41
C  23.200  18.203  19.176  1.13
O  23.331  18.082  20.584  -0.47
H  24.105  20.081  19.512  0.39
H  23.547  19.816  17.795  0.31
H  25.084  19.086  18.435  0.38
H  23.543  17.298  18.716  0.31
H  22.145  18.346  18.875  -0.85
H  24.275  18.081  20.771  0.29
C  20.210  18.267  12.925  -0.23
C  20.657  17.629  11.659  -0.55
O  19.484  17.173  10.955  -0.49
H  19.686  17.534  13.584  -0.45
H  19.564  19.087  12.543  0.40
H  21.016  18.681  13.531  0.36
H  21.292  16.712  11.716  0.34
H  21.148  18.378  11.043  0.39
H  19.818  16.768  10.146  0.28
C  12.593  18.720  20.503  1.22
C  11.180  19.249  20.555  -0.85
O  10.470  18.720  19.401  -0.68
H  12.990  18.834  19.460  -0.38
H  12.573  17.634  20.649  -0.46
H  13.218  19.228  21.211  -0.02
H  11.152  20.338  20.557  0.34
H  10.572  18.888  21.406  0.34
H  10.767  19.129  18.572  0.24
C  17.957  16.795  24.646  0.60
C  19.254  16.092  24.943  0.06
O  20.098  16.839  25.802  -0.63
H  17.308  16.165  24.012  -0.63
H  18.046  17.773  24.188  -0.02
H  17.415  16.970  25.598  0.26
H  19.763  15.904  23.989  -0.11
H  19.060  15.144  25.458  0.17
H  20.379  17.653  25.353  0.35
C  10.361  15.086  15.413  0.36
C  9.135  14.777  14.613  -0.81
O  9.165  15.578  13.465  -0.52
H  10.252  16.061  15.907  0.29
H  11.230  15.167  14.789  0.10
H  10.518  14.281  16.138  -0.36
H  8.229  15.008  15.184  0.47
H  9.008  13.743  14.319  0.25
H  8.282  15.945  13.343  0.30
C  14.885  20.075  12.038  -0.81
C  13.655  19.207  11.613  -0.43
O  13.673  18.025  12.313  -0.12
H  14.758  20.500  13.067  0.09
H  14.837  20.981  11.409  0.40
H  15.843  19.586  11.992  0.21
H  13.760  19.121  10.544  0.31
H  12.731  19.764  11.826  0.32
H  13.324  17.300  11.819  0.14
C  9.344  13.964  19.433  -1.35
C  10.056  15.198  18.956  0.53
O  9.977  16.226  19.927  -0.59
H  9.336  13.229  18.645  0.21
H  8.337  14.301  19.611  0.52
H  9.663  13.571  20.410  0.14
H  9.548  15.547  18.050  0.52
H  11.079  14.960  18.643  -0.17
H  10.193  17.104  19.563  0.45
C  13.052  19.561  16.496  0.66
C  11.768  19.609  15.642  -0.46
O  10.665  19.429  16.589  -0.55
H  13.062  18.624  17.089  -0.66
H  13.195  20.423  17.153  0.32
H  13.857  19.521  15.782  -0.20
H  11.769  18.768  14.912  0.12
H  11.632  20.525  15.090  0.42
H  9.830  19.392  16.103  0.23
C  13.294  22.512  20.485  -1.03
C  14.709  23.089  20.342  -0.11
O  15.632  22.396  21.203  0.00
H  13.056  22.371  21.535  0.38
H  13.211  21.495  20.055  -0.20
H  12.569  23.156  20.002  0.51
H  14.695  24.151  20.543  0.45
H  14.992  22.939  19.324  0.06
H  16.560  22.767  21.087  0.04
C  17.192  21.503  25.240  -0.92
C  15.816  21.839  24.617  -0.47
O  15.448  20.952  23.561  -0.15
H  17.257  20.505  25.706  0.32
H  17.264  22.257  26.043  0.38
H  17.988  21.649  24.510  0.10
H  15.704  22.879  24.390  0.36
H  15.039  21.639  25.402  0.31
H  15.341  21.404  22.710  0.02
C  13.396  13.960  20.856  1.53
C  12.207  14.055  21.830  -0.67
O  12.612  14.262  23.140  -0.55
H  14.051  14.837  20.933  -0.70
H  13.160  13.753  19.818  -0.66
H  13.968  13.085  21.160  0.31
H  11.655  13.130  21.848  0.21
H  11.500  14.861  21.572  0.04
H  13.026  13.466  23.525  0.34
C  20.827  15.358  21.405  -1.30
C  21.029  15.359  19.849  1.02
O  19.869  14.868  19.175  -0.26
H  21.593  16.026  21.850  0.40
H  20.955  14.393  21.880  0.61
H  19.836  15.747  21.617  -0.18
H  21.905  14.771  19.608  0.36
H  21.203  16.394  19.582  -0.70
H  19.978  15.048  18.173  -0.13
C  13.749  17.328  24.360  -1.75
C  14.594  17.053  23.120  1.77
O  15.642  18.052  23.091  0.43
H  13.241  18.273  24.174  0.39
H  14.334  17.328  25.277  0.34
H  13.004  16.557  24.535  0.38
H  13.924  17.154  22.258  -0.62
H  15.125  16.099  23.118  -0.80
H  15.222  18.925  23.201  -0.29
C  12.661  14.672  11.881  -0.55
C  12.766  14.971  10.351  -0.55
O  12.741  16.361  10.235  -0.50
H  11.687  14.880  12.212  0.29
H  13.443  15.139  12.468  -0.04
H  12.838  13.590  12.060  0.42
H  11.939  14.515  9.764  0.31
H  13.733  14.577  10.027  0.35
H  13.004  16.657  9.354  0.26
C  19.338  20.027  21.899  -0.38
O  19.778  21.019  22.499  -0.70
N  20.113  18.945  21.511  0.63
N  17.982  19.960  21.580  2.07
H  21.085  18.850  21.740  0.22
H  19.653  18.145  21.089  -0.53
H  17.639  19.017  21.427  -0.57
H  17.403  20.430  22.256  -0.54
C  16.933  12.929  19.825  0.26
O  16.055  12.165  20.052  -0.65
N  16.993  13.515  18.485  0.83
N  17.856  13.353  20.911  0.05
H  16.384  13.274  17.710  -0.26
H  17.761  14.071  18.132  -0.33
H  17.847  12.736  21.725  0.14
H  18.747  13.653  20.511  -0.06
C  16.683  16.799  13.820  -0.84
O  17.737  16.439  14.330  -0.03
N  15.669  17.264  14.650  1.19
N  16.542  16.737  12.432  0.11
H  15.919  17.386  15.620  -0.76
H  14.681  17.056  14.500  -0.04
H  17.348  16.358  11.942  0.19
H  15.789  17.264  11.967  0.08

Values from the calculation:
DFT total energy   -132498.1099 eV
Orbital gap   9.1154 eV
E_HOMO   -0.3294 Ha